Entry 1:
ORCA calculation (ωB97M-V with the def2-TZVPD basis set) on 6 unconnected molecules or ions with the total composition C28H26Cl4F4O in a non-equilibrium geometry.

For the orbital gap (spin up / spin down), the calculation gives 2.950 / 9.025 eV. The largest force on an atom is 3.260 eV/Å. Its expectation value of S² is 0.7521. The value obtained for the total energy is -92462.8756 eV. Its highest occupied orbital energy (spin up / spin down) is -0.33 / -6.42 eV.

```
! wB97M-V def2-TZVPD RIJCOSX def2/J DEFGRID3
* xyz -1 2
C 0.31 1.27 -1.05
Cl 1.81 1.41 -1.96
Cl -0.20 -0.44 -1.02
Cl 0.50 1.69 0.66
Cl -1.09 2.07 -1.78
C 6.00 -1.52 -0.37
C 5.07 -0.33 -0.49
O 5.21 0.50 -1.42
C 4.06 -0.25 0.61
H 5.60 -2.50 -0.64
H 6.40 -1.60 0.63
H 6.85 -1.37 -1.03
H 4.57 0.26 1.43
H 3.78 -1.24 0.97
H 3.12 0.22 0.31
F -3.00 1.32 0.58
C -3.56 1.97 1.68
C -2.70 2.74 2.51
C -3.23 3.38 3.59
C -4.61 3.31 3.78
C -5.45 2.46 3.05
C -4.92 1.86 1.95
H -1.65 2.86 2.32
H -2.54 4.02 4.13
H -5.06 3.97 4.51
H -6.52 2.41 3.18
H -5.50 1.38 1.17
F 0.48 5.25 1.69
C -0.81 5.59 1.48
C -1.45 6.27 2.50
C -2.77 6.70 2.32
C -3.43 6.38 1.12
C -2.73 5.72 0.09
C -1.42 5.32 0.28
H -0.99 6.37 3.47
H -3.28 7.17 3.14
H -4.42 6.78 0.97
H -3.38 5.58 -0.76
H -0.96 4.68 -0.46
F 0.47 -2.79 -3.12
C 1.80 -2.75 -3.04
C 2.52 -3.93 -2.68
C 3.91 -3.98 -2.60
C 4.50 -2.79 -3.03
C 3.83 -1.65 -3.42
C 2.43 -1.62 -3.45
H 1.97 -4.81 -2.37
H 4.40 -4.91 -2.34
H 5.58 -2.78 -3.15
H 4.37 -0.75 -3.69
H 1.77 -0.78 -3.63
F -3.40 -6.98 -1.74
C -2.34 -6.34 -1.13
C -1.27 -7.09 -0.58
C -0.21 -6.39 0.02
C -0.24 -4.99 0.05
C -1.29 -4.27 -0.54
C -2.35 -4.96 -1.11
H -1.31 -8.17 -0.54
H 0.55 -6.95 0.54
H 0.64 -4.47 0.40
H -1.23 -3.19 -0.44
H -3.14 -4.34 -1.51
*
```

Atom charges from the Löwdin analysis, given in e for atoms 1 to 4: C -2.06; Cl 0.44; Cl 0.37; Cl 0.36

=====

Entry 2:
ORCA calculation (ωB97M-V with the def2-TZVPD basis set) on a molecular structure, C5H12N2 in a non-equilibrium geometry.

For the orbital gap, the calculation gives 6.803 eV. The largest force on an atom is 4.356 eV/Å. The value obtained for the total energy is -8334.3348 eV. Its highest occupied orbital energy is -19.25 eV.

```
! wB97M-V def2-TZVPD RIJCOSX def2/J DEFGRID3
* xyz 2 1
C -2.04 0.13 -1.00
C -0.65 -0.12 -0.39
C 0.50 0.31 -1.21
C 1.76 0.37 -0.55
N 1.98 0.04 0.67
C 3.36 0.10 1.13
N -3.16 -0.59 1.05
H -2.27 1.12 -1.40
H -2.32 -0.63 -1.75
H -0.73 0.47 0.55
H -0.47 -1.15 -0.11
H 0.52 0.49 -2.29
H 2.60 0.61 -1.23
H 3.51 1.08 1.62
H 4.08 -0.09 0.31
H 3.45 -0.63 1.92
H -3.63 -1.48 1.25
H -2.77 -0.22 -0.02
H -3.72 0.17 1.45
*
```

Atom charges from the Löwdin analysis, given in e for atoms 1 to 4: C 0.13; C -0.16; C 0.19; C -0.12

=====

Entry 3:
ORCA calculation (ωB97M-V with the def2-TZVPD basis set) on a molecular structure, C52H42Cl2N7ReS3Sb in a non-equilibrium geometry.

For the orbital gap (spin up / spin down), the calculation gives 5.664 / 5.890 eV. The largest force on an atom is 1.587 eV/Å. Its expectation value of S² is 0.8487. The value obtained for the total energy is -131253.7264 eV. Its highest occupied orbital energy (spin up / spin down) is -5.55 / -6.06 eV.

```
! wB97M-V def2-TZVPD RIJCOSX def2/J DEFGRID3
* xyz 0 2
Re -1.08 -0.82 -0.38
N -0.51 1.99 1.67
C -1.57 1.24 2.01
N -1.95 0.16 1.35
C -3.04 -0.43 1.97
C -3.49 0.18 3.08
S -2.54 1.58 3.40
C -3.52 -1.65 1.31
C -4.60 -2.41 1.56
S -4.69 -3.69 0.40
C -3.25 -3.11 -0.35
N -2.74 -2.05 0.24
N -2.69 -3.66 -1.43
H -0.17 1.87 0.71
H -0.43 2.91 2.07
H -4.30 -0.10 3.72
H -5.35 -2.29 2.31
H -3.14 -4.40 -1.94
H -1.91 -3.16 -1.84
C 5.59 1.29 4.76
C 4.41 0.75 5.25
C 3.45 0.28 4.37
C 3.64 0.34 3.00
C 4.83 0.88 2.52
C 5.79 1.36 3.39
Sb 2.14 -0.62 1.77
C 3.19 -2.50 1.74
C 2.80 -3.44 2.69
C 3.46 -4.66 2.79
C 4.50 -4.96 1.93
C 4.90 -4.03 0.98
C 4.25 -2.80 0.89
C 2.79 0.21 -0.08
C 2.86 1.60 -0.15
C 3.21 2.24 -1.33
C 3.52 1.49 -2.45
C 3.46 0.11 -2.40
C 3.09 -0.53 -1.22
H 6.34 1.66 5.44
H 4.24 0.70 6.32
H 2.53 -0.13 4.77
H 5.01 0.94 1.45
H 6.71 1.78 3.00
H 1.98 -3.23 3.36
H 3.15 -5.38 3.53
H 5.00 -5.91 1.99
H 5.72 -4.25 0.31
H 4.59 -2.08 0.17
H 2.62 2.20 0.72
H 3.25 3.32 -1.37
H 3.80 1.99 -3.37
H 3.68 -0.48 -3.28
H 3.02 -1.61 -1.21
C -0.31 0.81 -1.11
C -0.30 1.92 -1.69
C -0.29 3.11 -2.32
C -0.89 4.26 -1.61
C -0.40 4.65 -0.37
C -1.02 5.65 0.36
C -2.15 6.28 -0.14
C -2.64 5.92 -1.39
C -2.01 4.92 -2.12
C 0.14 3.20 -3.72
C 0.57 2.05 -4.40
C 0.98 2.11 -5.72
C 0.99 3.32 -6.40
C 0.59 4.47 -5.73
C 0.18 4.41 -4.41
H 0.50 4.18 0.01
H -0.62 5.95 1.32
H -2.65 7.06 0.43
H -3.51 6.40 -1.80
H -2.41 4.62 -3.08
H 0.60 1.12 -3.86
H 1.31 1.21 -6.22
H 1.31 3.37 -7.43
H 0.62 5.43 -6.24
H -0.10 5.33 -3.90
N -1.71 -0.24 -3.63
C -2.85 0.37 -3.33
S -3.62 0.22 -1.84
N -3.40 1.18 -4.26
C -3.00 1.42 -5.59
C -2.51 0.42 -6.41
C -2.15 0.72 -7.72
C -2.31 2.00 -8.22
C -2.83 2.99 -7.40
C -3.16 2.71 -6.09
H -1.20 -0.67 -2.85
H -1.16 0.08 -4.41
H -4.16 1.73 -3.90
H -2.42 -0.60 -6.05
H -1.77 -0.07 -8.36
H -2.03 2.23 -9.24
H -2.95 4.00 -7.77
H -3.54 3.49 -5.44
Cl -0.26 -3.94 1.19
C 0.79 -4.10 -0.18
C 1.66 -5.18 -0.22
C 2.47 -5.37 -1.34
C 2.39 -4.49 -2.41
C 1.51 -3.42 -2.33
Cl 1.42 -2.34 -3.70
C 0.71 -3.18 -1.21
N -0.08 -2.09 -1.12
H 1.69 -5.85 0.62
H 3.16 -6.21 -1.37
H 2.98 -4.62 -3.30
*
```

Atom charges from the Löwdin analysis, given in e for atoms 1 to 4: Re 1.18; N 0.12; C -0.67; N -0.08